No. 1
# C14H15BrCl28N

A cluster of 8 separate species, C14H15BrCl28N in total in a non-equilibrium geometry (wB97M-V/def2-TZVPD, OMol25).

## Properties
- Frontier orbital gap: 9.09 eV
- Total energy: -16056.26223 Eh
- Largest force on an atom: 1.435 eV/A
- Lowest unoccupied orbital energy: -3.1 eV
- Charge: +1

The geometry in XYZ format:
```
59
Properties=species:S:1:pos:R:3:forces:R:3
Br 1.172 1.498 2.621 0.08 -0.15 -0.12
Cl -0.496 -4.415 2.790 -0.14 0.17 -0.15
Cl -0.745 -1.869 4.122 -0.05 0.01 -0.03
Cl -6.041 -1.788 -4.751 0.00 0.04 0.05
Cl -5.619 -1.827 -1.899 0.06 -0.04 0.05
Cl 2.753 -8.308 5.302 -0.01 0.01 -0.01
Cl 2.692 1.846 -3.079 -0.07 0.03 0.01
Cl 0.117 -8.808 6.364 0.01 0.01 -0.02
Cl 0.137 -1.993 1.388 -0.23 -0.02 -0.15
Cl 3.273 -2.380 2.315 0.20 0.01 0.10
Cl 3.162 -0.401 -1.327 0.11 -0.16 -0.07
Cl 4.410 -0.298 -3.936 -0.04 -0.14 0.23
Cl 4.439 1.067 -6.913 -0.04 0.08 -0.26
Cl -2.615 -2.603 2.045 0.01 -0.06 0.02
Cl 7.299 1.416 -6.980 -0.01 0.00 0.01
Cl 5.277 1.490 -1.864 0.01 -0.06 0.09
Cl 3.411 -5.260 2.377 -0.01 0.00 0.00
Cl 5.875 7.204 -0.883 0.00 -0.02 -0.01
Cl 5.660 3.215 -5.431 0.00 0.00 0.01
Cl 7.187 4.642 -0.676 0.00 -0.01 0.01
Cl 2.662 -3.802 4.750 -0.01 0.01 0.01
Cl 0.481 -6.896 4.236 0.04 -0.13 0.14
Cl 5.586 3.315 -8.316 0.00 -0.01 0.03
Cl 0.800 -9.716 3.712 0.00 0.02 0.01
Cl 7.415 6.187 -3.101 -0.01 -0.01 0.01
Cl 4.906 4.953 -2.407 -0.08 0.05 -0.03
Cl 5.378 -3.694 3.792 -0.05 0.00 -0.03
Cl -7.051 0.367 -3.120 0.00 0.07 0.01
Cl -8.262 -2.247 -2.972 0.04 0.05 0.02
N -5.134 2.553 0.243 0.52 0.51 -0.03
C -0.656 1.199 0.314 0.44 -0.40 0.25
C 1.038 -8.438 4.906 0.04 -0.07 0.00
C 0.826 1.345 0.709 -0.29 0.40 -0.19
C -4.077 0.543 1.080 -0.70 0.75 0.28
C -1.665 1.609 1.376 -0.53 0.20 -0.46
C 3.892 0.652 -2.551 0.13 0.10 -0.08
C 5.748 2.255 -6.915 0.03 0.01 0.04
C -5.313 1.040 0.293 1.26 -0.65 -0.21
C -6.748 -1.381 -3.193 -0.06 -0.12 -0.11
C -3.072 1.655 0.776 -0.19 -0.33 0.00
C -0.928 -2.722 2.590 0.17 -0.04 0.13
C -3.949 2.843 1.149 -0.29 -0.42 0.10
C 3.683 -3.787 3.310 0.08 -0.03 0.00
C 6.348 5.751 -1.766 0.06 0.03 -0.01
H -1.414 2.612 1.715 0.12 0.03 0.33
H 1.220 2.252 0.267 0.16 0.14 0.13
H -5.168 0.726 -0.731 -0.65 -0.27 -0.18
H -5.969 3.112 0.409 -0.03 -0.13 0.23
H -4.335 0.622 2.136 0.23 -0.42 0.22
H -3.513 3.824 1.013 -0.21 0.21 -0.29
H -4.789 2.798 -0.684 -0.43 -0.03 -0.16
H -3.817 -0.484 0.855 0.13 0.04 -0.27
H -1.650 0.920 2.213 0.13 0.05 0.25
H 1.426 0.530 0.329 -0.03 -0.12 0.18
H -0.811 1.806 -0.577 0.00 0.09 -0.12
H -4.364 2.726 2.145 0.34 0.26 0.33
H -0.827 0.164 0.024 -0.18 -0.05 -0.02
H -3.004 1.674 -0.320 0.37 0.14 -0.10
H -6.241 0.706 0.730 -0.39 0.36 -0.17
```
Positions in Å, forces in eV/Å.

From a Löwdin analysis of the wavefunction, the atomic charges in e read: number 1, Br, carries 0.66; number 2, Cl, carries 0.51; number 3, Cl, carries 0.54; number 4, Cl, carries 0.56; number 5, Cl, carries 0.52; number 6, Cl, carries 0.53; number 7, Cl, carries 0.51; number 8, Cl, carries 0.54; number 9, Cl, carries 0.54; number 10, Cl, carries 0.49; number 11, Cl, carries 0.55; number 12, Cl, carries 0.53; number 13, Cl, carries 0.49; number 14, Cl, carries 0.55; number 15, Cl, carries 0.54; number 16, Cl, carries 0.52; number 17, Cl, carries 0.52; number 18, Cl, carries 0.53; number 19, Cl, carries 0.49; number 20, Cl, carries 0.52; number 21, Cl, carries 0.51; number 22, Cl, carries 0.45; number 23, Cl, carries 0.54; number 24, Cl, carries 0.53; number 25, Cl, carries 0.53; number 26, Cl, carries 0.48; number 27, Cl, carries 0.54; number 28, Cl, carries 0.51; number 29, Cl, carries 0.56; number 30, N, carries 0.08; number 31, C, carries -0.28; number 32, C, carries -2.05; number 33, C, carries -0.60; number 34, C, carries -0.13; number 35, C, carries -0.20; number 36, C, carries -2.03; number 37, C, carries -2.05; number 38, C, carries -0.10; number 39, C, carries -2.05; number 40, C, carries -0.30; number 41, C, carries -2.01; number 42, C, carries -0.06; number 43, C, carries -2.04; number 44, C, carries -2.06; number 45, H, carries 0.11; number 46, H, carries 0.05; number 47, H, carries 0.06; number 48, H, carries 0.19; number 49, H, carries 0.13; number 50, H, carries 0.14; number 51, H, carries 0.17; number 52, H, carries 0.07; number 53, H, carries 0.09; number 54, H, carries -0.04; number 55, H, carries 0.11; number 56, H, carries 0.14; number 57, H, carries 0.07; number 58, H, carries 0.14; number 59, H, carries 0.14



No. 2
# C14H15ClN4O2

An isolated molecule of C14H15ClN4O2 (wB97M-V/def2-TZVPD, OMol25).

## Properties
- Frontier orbital gap: 8.78 eV
- Structure (SMILES): Cn1cccc1CC(=O)NNC(=O)Nc1cccc(Cl)c1
- Total energy: -1372.21170 Eh
- Largest force on an atom: 0.677 eV/A
- Lowest unoccupied orbital energy: 0.6 eV
- Charge: 0

The geometry in XYZ format:
```
36
Properties=species:S:1:pos:R:3:forces:R:3
Cl -5.714 -2.394 -0.550 -0.07 -0.22 -0.07
O 2.367 2.175 -0.012 0.03 0.21 0.22
O -1.201 -0.394 -1.273 -0.09 -0.31 -0.07
N -2.211 1.321 -0.106 0.15 0.34 0.17
N -0.075 1.525 -0.889 0.55 0.32 0.07
N 3.833 -0.986 0.750 -0.12 -0.03 -0.14
N 1.096 0.924 -1.372 -0.63 -0.19 -0.17
C -5.217 -0.818 -0.052 0.03 0.40 0.15
C -3.914 -0.419 -0.299 0.06 -0.13 -0.08
C -5.710 1.273 0.977 0.07 -0.04 -0.04
C 3.628 -2.259 1.176 -0.07 -0.42 0.18
C 4.444 0.064 1.518 0.28 0.40 0.19
C 3.047 -2.976 0.165 0.00 -0.11 0.18
C -6.125 0.013 0.583 -0.04 -0.12 -0.04
C 3.440 0.411 -1.294 -0.06 -0.06 0.35
C 2.281 1.263 -0.815 -0.14 0.03 -0.34
C -1.181 0.706 -0.766 0.32 0.32 -0.05
C -3.509 0.850 0.100 -0.34 -0.23 0.04
C 2.895 -2.099 -0.923 0.13 0.19 -0.09
C -4.415 1.694 0.741 0.10 -0.02 -0.04
C 3.400 -0.881 -0.540 0.01 -0.04 -0.46
H 3.907 -2.562 2.166 0.06 0.00 0.18
H 5.468 0.249 1.179 -0.04 0.00 0.06
H 3.341 0.212 -2.360 0.06 0.00 0.01
H -3.221 -1.078 -0.795 -0.01 -0.04 0.00
H 4.371 0.948 -1.108 -0.10 0.08 -0.10
H -2.045 2.262 0.223 0.01 -0.15 -0.10
H -4.102 2.680 1.052 0.04 0.11 0.04
H -7.134 -0.321 0.764 -0.09 -0.05 0.01
H 3.873 0.989 1.425 0.04 -0.06 0.04
H 2.476 -2.338 -1.881 -0.07 0.01 -0.23
H 0.161 2.240 -0.207 -0.07 -0.19 -0.06
H 2.760 -4.008 0.198 -0.04 -0.19 0.07
H 4.473 -0.230 2.565 -0.01 -0.01 -0.05
H -6.404 1.934 1.473 -0.05 0.06 0.04
H 0.918 0.028 -1.814 0.08 0.13 0.12
```
Positions in Å, forces in eV/Å.

From a Löwdin analysis of the wavefunction, the atomic charges in e read: number 1, Cl, carries 0.68; number 2, O, carries 0.05; number 3, O, carries 0.08; number 4, N, carries 0.14; number 5, N, carries 0.09; number 6, N, carries -0.11; number 7, N, carries 0.09; number 8, C, carries -0.67; number 9, C, carries -0.04; number 10, C, carries -0.08; number 11, C, carries -0.10; number 12, C, carries -0.01; number 13, C, carries -0.09; number 14, C, carries -0.12; number 15, C, carries -0.03; number 16, C, carries -0.47; number 17, C, carries -0.51; number 18, C, carries -0.22; number 19, C, carries -0.06; number 20, C, carries -0.04; number 21, C, carries -0.26; number 22, H, carries 0.11; number 23, H, carries 0.10; number 24, H, carries 0.13; number 25, H, carries 0.10; number 26, H, carries 0.12; number 27, H, carries 0.15; number 28, H, carries 0.11; number 29, H, carries 0.10; number 30, H, carries 0.08; number 31, H, carries 0.10; number 32, H, carries 0.14; number 33, H, carries 0.09; number 34, H, carries 0.09; number 35, H, carries 0.11; number 36, H, carries 0.15



No. 3
# C14H15HoO4P

A structure of composition C14H15HoO4P in a non-equilibrium geometry (wB97M-V/def2-TZVPD, OMol25).

## Properties
- Frontier orbital gap (alpha / beta): 3.09 / 3.19 eV
- Total energy: -2131.59881 Eh
- Largest force on an atom: 10.432 eV/A
- Lowest unoccupied orbital energy (alpha / beta): -14.6 / -14.5 eV
- 2S+1: 5
- Charge: +3

The geometry in XYZ format:
```
35
Properties=species:S:1:pos:R:3:forces:R:3
Ho 0.029 0.398 0.702 0.01 -4.99 -2.38
P 0.222 -2.062 2.246 0.32 -1.36 1.49
O -0.934 3.248 -1.233 3.79 -5.92 4.79
O 0.013 2.016 3.654 0.68 -1.93 -5.50
O -3.192 1.862 0.654 5.78 -2.63 0.76
O 3.210 1.864 0.567 -5.17 -1.87 0.39
C 0.287 -3.292 4.750 0.41 0.62 -0.22
C 0.025 -3.370 6.117 0.04 -0.69 -0.52
C -0.217 -2.211 4.013 -0.86 0.67 0.08
C -0.522 -3.613 1.634 -0.37 0.44 -1.02
C -0.907 -2.537 6.710 0.00 0.69 -0.09
C -2.136 1.382 0.771 -7.88 2.73 -0.24
C -0.050 -2.506 -2.942 -0.11 0.81 0.74
C -1.475 -1.501 5.963 -0.29 -0.09 -0.45
C -0.127 -1.372 -3.659 0.27 0.01 1.16
C -1.159 -1.344 4.604 0.62 0.03 0.54
C 2.055 -2.337 2.196 -0.13 0.49 -0.65
C 0.120 1.598 2.577 -0.67 3.65 8.74
C 2.133 1.453 0.639 7.10 2.61 -0.59
C -0.430 2.404 -0.558 -3.62 7.64 -6.11
H 2.587 -1.393 2.381 0.01 -0.20 0.10
H -1.614 -0.524 4.030 0.13 -0.31 0.22
H 0.911 -4.027 4.236 0.01 0.15 0.51
H 2.339 -2.700 1.198 0.00 0.01 0.22
H -1.090 -0.927 -3.854 -0.05 -0.02 -0.54
H 0.780 -0.841 -3.933 -0.19 -0.07 -0.34
H 0.916 -2.874 -2.596 -0.23 -0.31 -0.40
H 2.395 -3.061 2.944 -0.25 0.12 -0.09
H -1.174 -2.668 7.759 0.13 0.11 -0.26
H 0.534 -4.128 6.697 -0.18 -0.12 0.01
H -1.605 -3.520 1.752 0.04 -0.03 -0.01
H -0.302 -3.725 0.573 -0.04 -0.25 -0.07
H -2.188 -0.828 6.435 0.09 -0.14 -0.12
H -0.963 -2.990 -2.590 0.32 -0.18 -0.28
H -0.212 -4.513 2.170 0.30 0.33 0.15
```
Positions in Å, forces in eV/Å.

From a Löwdin analysis of the wavefunction, the atomic charges in e read: number 1, Ho, carries 1.32; number 2, P, carries 0.81; number 3, O, carries 0.24; number 4, O, carries 0.28; number 5, O, carries 0.27; number 6, O, carries 0.27; number 7, C, carries -0.08; number 8, C, carries -0.03; number 9, C, carries -0.41; number 10, C, carries -0.22; number 11, C, carries -0.02; number 12, C, carries -0.03; number 13, C, carries -0.06; number 14, C, carries -0.04; number 15, C, carries -0.05; number 16, C, carries -0.11; number 17, C, carries -0.24; number 18, C, carries -0.07; number 19, C, carries 0.00; number 20, C, carries 0.00; number 21, H, carries 0.04; number 22, H, carries 0.08; number 23, H, carries 0.11; number 24, H, carries 0.06; number 25, H, carries 0.05; number 26, H, carries 0.06; number 27, H, carries 0.05; number 28, H, carries 0.07; number 29, H, carries 0.14; number 30, H, carries 0.13; number 31, H, carries 0.07; number 32, H, carries 0.04; number 33, H, carries 0.12; number 34, H, carries 0.06; number 35, H, carries 0.08



No. 4
# C14H15N3O4

An isolated molecule of C14H15N3O4 in a non-equilibrium geometry (wB97M-V/def2-TZVPD, OMol25).

## Properties
- Frontier orbital gap: 8.18 eV
- Structure (SMILES): Cc1ccc(/C=C/C(=O)Nc2cc(=O)n(C)c(=O)n2C)o1
- Total energy: -1007.75198 Eh
- Largest force on an atom: 1.238 eV/A
- Lowest unoccupied orbital energy: -0.2 eV
- Charge: 0

The geometry in XYZ format:
```
36
Properties=species:S:1:pos:R:3:forces:R:3
O -4.018 1.109 -1.904 -0.07 -0.01 -0.17
O 3.034 -0.157 -0.017 -0.04 -0.36 0.18
O -1.777 1.338 2.034 0.05 0.21 0.20
O 0.030 -4.256 -0.266 0.08 -0.01 0.06
N -2.858 1.242 0.050 -0.14 0.24 -0.09
N -1.686 -0.616 0.886 0.04 -0.03 -0.03
N -1.486 -2.605 -0.381 -0.43 -0.29 -0.07
C 5.134 0.905 0.597 -0.25 -0.27 0.03
C 3.851 0.901 -0.149 0.20 0.91 -0.42
C -2.089 0.708 1.049 0.10 -0.21 -0.04
C 1.937 0.069 -0.785 -0.11 1.04 -0.67
C 2.062 1.290 -1.411 -0.24 -0.87 0.37
C -0.181 -3.063 -0.262 -0.07 -0.03 -0.11
C 3.297 1.822 -1.000 0.42 -0.36 0.44
C -2.793 -0.779 -1.201 0.17 -0.35 0.01
C -3.300 0.562 -1.093 0.04 -0.19 0.20
C 0.880 -2.056 -0.179 0.40 0.33 -0.30
C 0.873 -0.882 -0.833 0.05 -0.67 0.33
C -1.022 -1.224 2.021 0.15 -0.03 0.53
C -1.986 -1.315 -0.252 -0.50 0.43 -0.44
C -3.274 2.621 0.237 -0.11 0.29 0.02
H 5.725 0.029 0.336 0.09 -0.02 0.00
H 1.764 -2.369 0.360 0.03 -0.03 0.08
H -3.043 -1.329 -2.091 0.08 -0.05 -0.09
H -1.352 -0.695 2.915 0.04 -0.13 -0.10
H -2.130 -3.300 -0.739 0.10 0.08 0.06
H 0.042 -0.591 -1.460 -0.10 0.02 -0.02
H 0.062 -1.127 1.944 -0.08 0.00 0.07
H 3.724 2.760 -1.289 0.16 0.18 -0.01
H 1.353 1.737 -2.078 -0.21 0.03 -0.14
H 4.947 0.873 1.670 0.05 0.02 0.07
H -2.398 3.266 0.292 -0.05 0.00 0.03
H 5.696 1.802 0.360 0.02 0.04 -0.01
H -3.895 2.891 -0.614 0.08 -0.02 0.11
H -1.289 -2.276 2.087 0.00 0.05 -0.02
H -3.836 2.716 1.166 0.04 0.03 -0.04
```
Positions in Å, forces in eV/Å.

From a Löwdin analysis of the wavefunction, the atomic charges in e read: number 1, O, carries 0.07; number 2, O, carries 0.09; number 3, O, carries 0.09; number 4, O, carries 0.09; number 5, N, carries 0.03; number 6, N, carries 0.03; number 7, N, carries 0.15; number 8, C, carries 0.00; number 9, C, carries -0.31; number 10, C, carries -0.45; number 11, C, carries -0.27; number 12, C, carries 0.01; number 13, C, carries -0.48; number 14, C, carries -0.02; number 15, C, carries 0.06; number 16, C, carries -0.44; number 17, C, carries -0.01; number 18, C, carries 0.00; number 19, C, carries 0.00; number 20, C, carries -0.27; number 21, C, carries 0.00; number 22, H, carries 0.09; number 23, H, carries 0.13; number 24, H, carries 0.12; number 25, H, carries 0.10; number 26, H, carries 0.17; number 27, H, carries 0.13; number 28, H, carries 0.09; number 29, H, carries 0.11; number 30, H, carries 0.12; number 31, H, carries 0.09; number 32, H, carries 0.10; number 33, H, carries 0.09; number 34, H, carries 0.09; number 35, H, carries 0.11; number 36, H, carries 0.10